[1]
DFT (wB97M-V/def2-TZVPD) results for a 8-piece molecular cluster, C37H59Br2F4NO34S7 overall.

```
144
Properties=species:S:1:pos:R:3:lowdin_charge:R:1
O 2.24 -3.39 1.92 0.115
C 1.07 -3.14 1.94 -0.431
O 0.13 -4.20 1.88 0.047
C 0.47 -1.67 2.01 -0.056
C 1.30 -0.65 1.16 -0.170
C 0.79 -0.42 -0.30 -0.668
Br 2.23 -1.18 -1.48 0.804
O -0.50 -0.89 -0.58 -0.176
C -0.61 -2.25 -0.99 -0.237
C -0.80 -2.43 -2.54 -0.161
C -1.92 -1.46 -3.06 -0.172
C -3.36 -2.05 -2.91 -0.197
F -3.62 -2.87 -4.01 -0.066
C 0.74 1.16 -0.71 -0.676
Br 0.91 1.17 -2.72 0.794
C 1.98 1.95 -0.19 -0.156
C 2.18 3.37 -0.83 -0.205
O 1.03 4.21 -0.77 -0.134
C 0.49 4.52 -2.04 -0.110
C -0.29 5.89 -2.01 -0.524
F -1.59 5.66 -2.42 0.088
F -0.39 6.43 -0.78 0.146
F 0.23 6.74 -2.92 0.112
O -0.51 1.73 -0.46 -0.157
C -0.70 2.16 0.88 -0.181
C -2.26 2.28 1.08 -0.127
C -2.81 0.81 1.02 -0.096
C -4.35 0.68 1.17 -0.419
O -4.78 -0.40 1.50 0.066
N -5.23 1.80 0.88 0.101
C -6.60 1.25 0.87 -0.270
C -7.11 0.80 -0.37 -0.025
C -8.43 0.24 -0.36 -0.065
C -9.17 0.15 0.85 -0.086
C -8.63 0.64 2.08 -0.061
C -7.33 1.20 2.09 -0.026
H -0.48 -3.91 1.18 0.079
H 0.55 -1.36 3.07 0.119
H -0.62 -1.67 1.77 0.112
H 2.34 -1.05 1.12 0.095
H 1.38 0.27 1.77 0.087
H 0.16 -2.94 -0.57 0.103
H -1.58 -2.62 -0.56 0.129
H -1.10 -3.50 -2.66 0.125
H 0.12 -2.24 -3.11 0.074
H -1.70 -1.24 -4.13 0.119
H -1.91 -0.48 -2.54 0.094
H -3.40 -2.60 -1.94 0.111
H -4.08 -1.20 -2.84 0.114
H 2.91 1.38 -0.42 0.104
H 1.99 2.08 0.92 0.124
H 2.97 3.87 -0.22 0.139
H 2.62 3.27 -1.85 0.096
H 1.22 4.55 -2.87 0.137
H -0.28 3.76 -2.28 0.103
H -0.29 3.18 1.09 0.131
H -0.35 1.45 1.66 0.125
H -2.53 2.75 2.04 0.125
H -2.65 2.82 0.19 0.119
H -2.38 0.20 1.84 0.123
H -2.54 0.30 0.07 0.115
H -5.04 2.15 -0.06 0.122
H -6.52 0.85 -1.30 0.112
H -8.87 -0.14 -1.29 0.102
H -10.17 -0.31 0.87 0.057
H -9.18 0.57 3.03 0.105
H -6.81 1.59 2.98 0.117
C 3.37 -4.59 5.49 -0.155
C 3.95 -4.93 4.13 -0.154
O 5.37 -5.02 4.35 -0.186
S 5.64 -5.57 5.84 0.608
O 5.88 -6.97 5.77 -0.223
O 6.53 -4.67 6.49 -0.232
O 4.15 -5.35 6.43 -0.189
H 3.49 -3.53 5.72 0.120
H 2.32 -4.86 5.57 0.109
H 3.73 -4.18 3.38 0.108
H 3.60 -5.90 3.78 0.140
C 6.17 0.81 -4.90 -0.164
C 5.08 1.85 -5.00 -0.165
O 4.49 1.90 -3.69 -0.202
S 5.63 1.58 -2.59 0.630
O 6.11 2.82 -2.08 -0.259
O 5.15 0.53 -1.76 -0.254
O 6.74 0.98 -3.60 -0.177
H 5.76 -0.21 -4.95 0.135
H 6.93 0.93 -5.66 0.135
H 4.34 1.60 -5.75 0.089
H 5.50 2.84 -5.22 0.139
C 8.27 7.35 -3.42 -0.175
C 8.63 7.35 -1.95 -0.174
O 7.92 6.24 -1.40 -0.183
S 7.82 5.07 -2.51 0.638
O 8.86 4.14 -2.28 -0.205
O 6.47 4.68 -2.64 -0.248
O 8.23 5.97 -3.80 -0.191
H 7.28 7.78 -3.59 0.132
H 9.00 7.89 -4.03 0.133
H 8.33 8.27 -1.45 0.135
H 9.70 7.19 -1.80 0.133
C 5.91 -0.77 -9.65 -0.163
C 5.36 0.43 -10.38 -0.165
O 4.01 0.54 -9.94 -0.180
S 3.90 0.03 -8.42 0.633
O 3.94 1.16 -7.56 -0.232
O 2.88 -0.95 -8.34 -0.196
O 5.33 -0.71 -8.34 -0.190
H 5.60 -1.70 -10.12 0.136
H 7.00 -0.75 -9.58 0.137
H 5.41 0.32 -11.47 0.138
H 5.88 1.35 -10.10 0.134
C -3.05 -3.83 4.33 -0.157
C -3.30 -4.12 5.80 -0.160
O -2.00 -4.34 6.36 -0.182
S -0.94 -3.42 5.58 0.609
O -0.73 -2.25 6.35 -0.208
O 0.13 -4.24 5.13 -0.220
O -1.86 -3.04 4.32 -0.199
H -2.86 -4.75 3.77 0.135
H -3.87 -3.28 3.87 0.140
H -3.94 -5.00 5.95 0.137
H -3.75 -3.27 6.31 0.135
C -14.10 -3.16 1.28 -0.168
C -14.05 -2.32 0.01 -0.167
O -12.86 -1.54 0.13 -0.185
S -11.75 -2.39 0.94 0.607
O -10.88 -3.00 0.00 -0.204
O -11.28 -1.59 2.01 -0.227
O -12.74 -3.52 1.53 -0.184
H -14.46 -2.57 2.13 0.134
H -14.71 -4.05 1.17 0.136
H -14.93 -1.68 -0.09 0.136
H -13.96 -2.95 -0.88 0.135
C 3.91 -0.76 6.93 -0.167
C 4.14 0.72 7.14 -0.162
O 3.60 1.34 5.97 -0.182
S 2.34 0.49 5.45 0.609
O 1.15 1.09 5.94 -0.209
O 2.54 0.19 4.08 -0.219
O 2.62 -0.85 6.31 -0.197
H 4.65 -1.19 6.25 0.134
H 3.92 -1.32 7.87 0.141
H 5.20 0.96 7.25 0.138
H 3.59 1.09 8.01 0.135
```

## Properties
- calculated total energy (hartree) = -12392.7221
- largest force on an atom (eV Å⁻¹) = 4.32
- relative energy (zero: lowest compared OMol25 entry of this formula, charge and spin) (eV) = 0.0000
- E_LUMO (eV) = 0.2
- molecular weight (g mol⁻¹) = 1522.1
- gap between HOMO and LUMO (eV) = 8.84


[2]
DFT (wB97M-V/def2-TZVPD) results for a 3-piece molecular cluster, C37H59F3NO9 overall.

```
109
Properties=species:S:1:pos:R:3:lowdin_charge:R:1
C 4.93 0.64 0.64 -0.107
C 4.72 -0.30 -0.62 -0.241
C 4.74 0.54 -1.98 -0.195
C 3.22 0.85 -2.32 -0.228
C 3.07 1.95 -3.45 -0.182
C 1.60 2.56 -3.30 -0.215
C 1.61 4.11 -2.97 -0.206
C 2.30 4.44 -1.58 -0.190
C 1.27 5.05 -0.52 -0.191
C 0.08 4.03 -0.33 -0.219
C -1.01 4.52 0.70 -0.183
C -1.15 3.56 1.97 -0.192
C -2.42 2.62 1.88 -0.190
C -2.55 1.86 0.50 -0.176
C -3.90 2.20 -0.29 -0.070
C -4.28 0.88 -1.03 -0.074
N -5.46 0.29 -0.62 0.214
C -5.92 -0.89 -1.14 -0.245
O -7.10 -1.43 -0.73 -0.004
C -7.21 -1.44 0.73 -0.168
C -5.92 -1.94 1.48 -0.061
C -5.19 -1.62 -2.14 0.141
C -3.94 -1.01 -2.60 0.071
C -3.18 -1.85 -3.68 -0.416
O -3.40 -1.67 -4.83 0.200
O -2.28 -2.83 -3.33 0.004
C -0.90 -2.45 -3.56 -0.122
C 0.02 -3.04 -2.43 -0.111
O -0.34 -2.39 -1.19 -0.049
C 0.34 -2.93 -0.10 -0.432
O 0.29 -4.13 0.07 0.098
C 1.13 -2.08 0.94 -0.115
C 0.83 -0.53 0.87 -0.100
C -3.45 0.28 -2.07 0.071
C -2.15 0.93 -2.58 -0.478
F -2.08 2.28 -2.45 0.138
F -1.09 0.33 -1.91 0.106
F -1.90 0.68 -3.91 0.134
H 5.33 0.09 1.53 0.054
H 3.91 1.08 0.89 0.060
H 5.59 1.51 0.39 0.074
H 3.74 -0.83 -0.50 0.073
H 5.52 -1.08 -0.60 0.102
H 5.19 -0.08 -2.79 0.110
H 5.29 1.50 -1.81 0.106
H 2.73 1.18 -1.37 0.079
H 2.80 -0.13 -2.69 0.112
H 3.21 1.52 -4.47 0.110
H 3.77 2.82 -3.28 0.107
H 1.03 2.01 -2.50 0.081
H 1.08 2.37 -4.28 0.103
H 2.15 4.62 -3.81 0.110
H 0.54 4.46 -3.03 0.096
H 3.10 5.19 -1.77 0.110
H 2.74 3.48 -1.20 0.099
H 0.93 6.07 -0.83 0.119
H 1.85 5.10 0.44 0.117
H -0.44 3.80 -1.29 0.080
H 0.51 3.07 0.08 0.108
H -2.00 4.58 0.16 0.104
H -0.79 5.56 1.07 0.110
H -0.21 3.02 2.21 0.110
H -1.35 4.25 2.84 0.109
H -3.38 3.15 2.11 0.109
H -2.31 1.84 2.70 0.111
H -2.55 0.76 0.74 0.113
H -1.64 2.02 -0.13 0.086
H -4.68 2.43 0.48 0.118
H -3.71 3.03 -1.02 0.127
H -6.02 0.75 0.10 0.175
H -7.49 -0.39 1.04 0.120
H -8.08 -2.07 1.02 0.142
H -6.27 -2.64 2.28 0.088
H -5.20 -2.52 0.86 0.075
H -5.47 -1.06 2.02 0.080
H -5.58 -2.58 -2.55 0.163
H -0.56 -2.79 -4.57 0.151
H -0.72 -1.34 -3.54 0.115
H -0.11 -4.15 -2.41 0.138
H 1.07 -2.72 -2.67 0.146
H 0.79 -2.43 1.95 0.125
H 2.23 -2.27 0.87 0.122
H -0.24 -0.34 1.11 0.066
H 1.16 -0.10 -0.11 0.059
H 1.44 -0.04 1.68 0.081
O -6.15 -5.01 1.55 0.105
C -5.02 -5.41 1.46 -0.475
O -3.93 -4.60 1.37 0.004
C -2.75 -5.40 1.16 -0.153
C -3.11 -6.77 1.68 -0.150
C -4.60 -6.86 1.38 -0.070
H -2.52 -5.40 0.09 0.129
H -1.91 -4.96 1.70 0.122
H -2.52 -7.57 1.22 0.123
H -2.95 -6.82 2.76 0.123
H -4.79 -7.23 0.38 0.137
H -5.12 -7.46 2.13 0.131
O 8.08 -0.07 2.19 0.122
C 7.84 0.38 3.28 -0.483
O 6.64 0.95 3.60 0.006
C 6.71 1.48 4.93 -0.160
C 7.84 0.73 5.61 -0.161
C 8.78 0.45 4.45 -0.076
H 6.91 2.56 4.87 0.128
H 5.76 1.33 5.44 0.125
H 8.30 1.28 6.43 0.119
H 7.46 -0.22 6.01 0.120
H 9.48 1.27 4.29 0.135
H 9.32 -0.49 4.58 0.129
```

## Properties
- calculated total energy (hartree) = -2476.4508
- largest force on an atom (eV Å⁻¹) = 3.36
- E_LUMO (eV) = -4.2
- total charge = +1
- molecular weight (g mol⁻¹) = 718.9
- gap between HOMO and LUMO (eV) = 7.38


[3]
DFT (wB97M-V/def2-TZVPD) results for C37H59GeN2OPdSSbSeSi3 as an isolated structure.

```
107
Properties=species:S:1:pos:R:3:lowdin_charge:R:1
Pd 0.62 0.23 1.60 0.262
C -3.87 0.44 0.09 -0.330
Sb -1.68 0.06 -0.10 1.371
C -1.37 -0.67 1.93 -0.565
C -1.20 -2.06 2.24 -0.414
C -1.27 -2.54 3.58 -0.068
C -1.10 -3.87 3.87 -0.113
C -0.86 -4.79 2.84 -0.123
C -0.83 -4.26 1.56 -0.188
N -1.02 -2.99 1.26 0.080
Si -1.88 0.53 3.22 0.350
C -3.62 0.13 3.91 -0.195
C -0.76 0.69 4.74 -0.205
C -1.99 2.32 2.60 -0.212
C -1.97 -1.76 -1.45 -0.534
C -0.60 -2.40 -1.42 -0.458
C -0.29 -3.66 -1.95 -0.070
C 1.01 -4.11 -1.91 -0.087
C 2.01 -3.30 -1.37 -0.077
C 1.63 -2.04 -0.93 -0.130
N 0.38 -1.61 -0.98 0.025
Si -2.05 -1.08 -3.20 0.423
C -3.31 0.30 -3.47 -0.184
C -2.39 -2.42 -4.50 -0.175
C -0.38 -0.37 -3.70 -0.174
Si -3.46 -2.81 -0.95 0.469
C -4.03 -2.88 0.84 -0.179
C -3.35 -4.63 -1.46 -0.188
C -5.01 -2.20 -1.88 -0.195
H -3.98 1.29 0.77 -0.027
H -4.47 -0.37 0.49 -0.030
H -4.26 0.74 -0.88 -0.030
H -1.45 -1.85 4.39 0.064
H -1.16 -4.20 4.91 0.090
H -0.71 -5.84 3.03 0.071
H -0.67 -4.92 0.71 0.089
H -3.67 -0.89 4.31 0.012
H -4.37 0.21 3.12 0.008
H -3.89 0.82 4.72 0.010
H -0.30 -0.25 5.05 0.008
H -1.29 1.11 5.60 0.014
H 0.06 1.35 4.47 0.010
H -2.41 2.43 1.60 -0.028
H -0.99 2.74 2.57 0.000
H -2.61 2.92 3.28 0.025
H -1.07 -4.28 -2.36 0.076
H 1.26 -5.10 -2.29 0.095
H 3.03 -3.63 -1.30 0.088
H 2.35 -1.35 -0.48 0.087
H -4.34 0.00 -3.28 0.009
H -3.23 0.64 -4.51 0.029
H -3.07 1.15 -2.83 0.004
H -3.32 -2.98 -4.33 0.008
H -1.57 -3.14 -4.49 0.021
H -2.43 -1.98 -5.49 0.024
H 0.01 0.30 -2.93 -0.009
H -0.47 0.18 -4.64 0.032
H 0.36 -1.17 -3.83 0.036
H -3.67 -3.79 1.32 0.027
H -5.13 -2.90 0.85 0.032
H -3.70 -2.04 1.45 0.001
H -2.55 -5.15 -0.91 0.015
H -3.19 -4.78 -2.53 0.016
H -4.30 -5.10 -1.19 0.026
H -5.31 -1.20 -1.56 0.010
H -5.82 -2.89 -1.63 0.025
H -4.91 -2.19 -2.96 0.005
C -2.46 4.25 -1.04 -0.221
Ge -0.95 4.62 -2.22 0.729
C -0.88 3.23 -3.60 -0.226
C -1.24 6.35 -3.13 -0.241
C 0.70 4.72 -1.19 -0.640
Se 0.95 3.17 0.02 0.786
C 1.63 1.96 -1.35 -0.429
H -3.40 4.25 -1.60 0.016
H -2.52 4.97 -0.23 0.020
H -2.31 3.26 -0.61 -0.028
H -1.78 3.28 -4.23 0.018
H -0.85 2.25 -3.12 -0.018
H 0.00 3.33 -4.23 0.023
H -2.17 6.34 -3.71 0.004
H -0.42 6.57 -3.81 0.005
H -1.31 7.16 -2.41 0.005
H 0.66 5.60 -0.54 -0.004
H 1.58 4.82 -1.82 0.007
H 1.25 2.28 -2.32 -0.008
H 1.26 0.97 -1.10 -0.047
H 2.71 1.97 -1.34 0.017
C 9.32 0.37 3.62 -0.055
C 10.27 1.22 2.83 -0.760
O 11.45 1.30 3.08 -0.038
S 9.63 2.18 1.47 0.992
C 7.90 1.82 1.47 -0.607
C 7.02 2.57 2.25 -0.130
C 5.67 2.27 2.28 -0.038
C 5.13 1.22 1.51 -0.271
C 6.04 0.49 0.71 -0.043
C 7.38 0.79 0.69 -0.133
C 3.76 0.91 1.54 -0.188
C 2.54 0.70 1.54 -0.211
H 9.90 -0.25 4.30 0.079
H 8.68 -0.23 2.98 0.078
H 8.65 1.02 4.20 0.087
H 7.40 3.39 2.85 0.098
H 4.99 2.86 2.89 0.111
H 5.65 -0.32 0.10 0.106
H 8.06 0.21 0.06 0.097
```

## Properties
- calculated total energy (hartree) = -7743.2176
- largest force on an atom (eV Å⁻¹) = 0.60
- relative energy (zero: lowest compared OMol25 entry of this formula, charge and spin) (eV) = 0.5028
- E_LUMO (eV) = 3.9
- total charge = -2
- molecular weight (g mol⁻¹) = 1044.0
- gap between HOMO and LUMO (eV) = 4.40